[1]
# C26H28GeO6PtSb

A structure of composition C26H28GeO6PtSb in a non-equilibrium geometry (ωB97M-V/def2-TZVPD, the Open Molecules 2025 dataset).

The geometry in XYZ format:
```
63
Properties=species:S:1:pos:R:3:mulliken_charge:R:1
Pt -2.12 -2.01 -0.65 1.617
O 1.40 -3.94 0.44 -0.253
C 0.34 -3.54 0.17 0.766
O -0.43 -3.42 -0.76 -0.609
C -0.52 -2.87 1.84 0.592
O 0.28 -2.84 2.69 -0.265
O -1.68 -2.68 1.59 -0.533
O -0.60 -0.11 -0.08 -0.768
C -1.63 0.58 0.10 0.874
O -2.77 0.14 -0.24 -0.815
C -1.47 1.93 0.74 -0.980
C -0.23 2.63 0.20 -1.192
Ge 1.27 1.30 -0.09 0.883
C 2.79 2.62 -0.69 0.177
C 4.06 2.11 -0.86 -0.375
C 5.10 2.99 -1.17 -0.744
C 4.85 4.34 -1.32 -0.557
C 3.56 4.83 -1.15 -0.704
C 2.52 3.96 -0.85 -0.278
C 1.37 0.36 -1.86 0.474
C 1.68 -1.00 -1.91 -0.346
C 1.41 -1.72 -3.06 -0.668
C 0.89 -1.08 -4.18 -0.632
C 0.64 0.28 -4.14 -0.775
C 0.89 1.01 -2.99 -0.440
C 1.95 0.58 1.62 0.529
C 2.40 -0.71 1.84 -0.242
C 2.88 -1.08 3.09 -0.829
C 2.92 -0.17 4.13 -0.633
C 2.46 1.13 3.92 -0.672
C 1.99 1.50 2.67 -0.361
H -1.34 1.73 1.81 0.368
H -2.39 2.51 0.62 0.414
H 0.10 3.39 0.90 0.466
H -0.46 3.12 -0.75 0.458
H 4.26 1.05 -0.76 0.337
H 6.10 2.60 -1.30 0.394
H 5.65 5.02 -1.57 0.387
H 3.36 5.89 -1.26 0.397
H 1.52 4.37 -0.74 0.271
H 2.10 -1.50 -1.05 0.660
H 1.61 -2.78 -3.08 0.492
H 0.71 -1.64 -5.08 0.402
H 0.23 0.78 -5.01 0.444
H 0.70 2.08 -2.97 0.385
H 2.37 -1.46 1.06 0.455
H 3.21 -2.10 3.25 0.479
H 3.31 -0.45 5.09 0.398
H 2.46 1.84 4.73 0.435
H 1.65 2.52 2.51 0.370
C -6.22 -2.14 -1.39 -1.121
Sb -4.60 -2.33 -0.01 0.824
C -5.17 -1.00 1.55 -1.171
C -4.97 -4.25 0.85 -1.126
H -7.15 -2.22 -0.82 0.360
H -6.17 -2.92 -2.13 0.367
H -6.18 -1.17 -1.87 0.385
H -6.13 -1.31 1.96 0.455
H -5.24 0.01 1.14 0.354
H -4.41 -1.03 2.32 0.332
H -5.88 -4.21 1.45 0.380
H -4.13 -4.52 1.48 0.324
H -5.09 -4.99 0.06 0.387
```

Computed properties:
Net charge: +1
Highest occupied orbital energy, eV: -10.14
Relative energy (zero: lowest compared OMol25 entry of this formula, charge and spin), kcal per mole: 97.4
HOMO-LUMO gap, eV: 3.0

=====

[2]
# C30H22I3N4O5Rb

A structure of composition C30H22I3N4O5Rb (ωB97M-V/def2-TZVPD, the Open Molecules 2025 dataset).

The geometry in XYZ format:
```
65
Properties=species:S:1:pos:R:3:mulliken_charge:R:1
Rb -0.41 -0.34 -1.00 0.901
O -4.46 -2.96 -2.38 -0.866
C -3.33 -2.40 -2.26 -0.175
N -2.70 -2.05 -1.17 -0.080
C -3.43 -2.40 0.02 -0.745
C -2.74 -2.01 1.31 0.538
C -3.48 -2.05 2.50 -0.781
C -2.87 -1.72 3.70 -0.304
C -1.53 -1.36 3.68 -0.864
C -0.87 -1.36 2.47 -0.005
N -1.46 -1.68 1.31 0.039
C -2.61 -2.08 -3.57 0.401
C -3.35 -2.13 -4.75 -0.505
C -2.73 -1.86 -5.95 -0.283
C -1.38 -1.57 -5.96 -0.590
C -0.72 -1.54 -4.74 -0.290
N -1.31 -1.78 -3.57 -0.031
H -3.63 -3.49 0.07 0.281
H -4.44 -1.95 0.03 0.277
H -4.53 -2.32 2.47 0.389
H -3.43 -1.73 4.62 0.392
H -1.00 -1.08 4.59 0.408
H 0.17 -1.07 2.39 0.257
H -4.40 -2.40 -4.67 0.431
H -3.29 -1.89 -6.88 0.383
H -0.84 -1.35 -6.87 0.327
H 0.34 -1.32 -4.68 0.464
I 2.68 1.04 -3.92 0.090
C 1.37 1.48 -5.52 -0.808
I -0.45 2.45 -5.01 0.049
H 1.10 0.54 -5.99 0.198
H 1.89 2.12 -6.22 0.434
O 0.57 2.50 -1.61 -0.317
C 0.75 3.37 -0.78 -0.413
C -0.01 3.61 0.43 0.842
C 0.35 4.71 1.20 -0.392
C -0.31 5.01 2.38 -0.372
C -1.35 4.18 2.83 -0.369
C -1.73 3.09 2.11 -0.539
C -1.10 2.73 0.85 0.094
O -1.46 1.74 0.21 -0.747
N 0.07 6.16 3.13 0.999
O -0.54 6.40 4.18 -0.691
O 0.97 6.88 2.71 -0.685
H 1.58 4.09 -0.92 0.221
H 1.17 5.34 0.87 0.413
H -1.84 4.43 3.77 0.455
H -2.52 2.44 2.46 0.469
I 2.67 -2.83 -1.45 0.033
C 3.60 -2.56 0.42 -0.162
C 4.49 -3.53 0.82 -0.578
C 5.14 -3.40 2.06 -0.420
C 4.88 -2.32 2.85 -0.842
C 3.96 -1.31 2.44 1.192
C 3.70 -0.20 3.26 -1.036
C 2.82 0.76 2.84 -0.597
C 2.17 0.63 1.59 -0.262
C 2.35 -0.43 0.71 -0.302
C 3.29 -1.41 1.19 0.347
H 4.69 -4.38 0.18 0.342
H 5.84 -4.16 2.38 0.345
H 5.37 -2.21 3.81 0.300
H 4.20 -0.12 4.22 0.271
H 2.61 1.62 3.47 0.425
H 1.48 1.43 1.33 0.044
```

Computed properties:
Net charge: -2
Highest occupied orbital energy, eV: -1.69
HOMO-LUMO gap, eV: 5.1

=====

[3]
# C27H27BrN8O3S3Zr

A structure of composition C27H27BrN8O3S3Zr (ωB97M-V/def2-TZVPD, the Open Molecules 2025 dataset).

The geometry in XYZ format:
```
70
Properties=species:S:1:pos:R:3:mulliken_charge:R:1
Zr -0.70 -0.03 0.10 -0.128
C -4.65 -1.15 -1.68 -1.570
C -3.80 -0.78 -0.48 0.663
O -2.59 -0.46 -0.77 0.146
C -4.32 -0.81 0.78 -0.877
C -3.58 -0.45 1.96 0.801
C -4.35 -0.42 3.26 -1.507
N -2.33 -0.14 1.93 0.971
N -1.81 0.19 3.18 -1.182
C -0.54 0.43 3.07 0.656
O 0.12 0.33 1.97 -0.109
C 0.25 0.81 4.27 -0.058
C -0.37 1.18 5.45 -0.333
C 0.39 1.54 6.56 -0.611
C 1.78 1.52 6.48 -0.289
C 2.40 1.14 5.30 -0.706
C 1.64 0.79 4.19 -0.285
H -4.25 -2.07 -2.12 0.268
H -4.57 -0.36 -2.42 0.225
H -5.69 -1.31 -1.41 0.357
H -5.36 -1.07 0.90 0.154
H -5.38 -0.74 3.11 0.394
H -4.33 0.59 3.67 0.286
H -3.86 -1.06 4.00 0.319
H -1.45 1.20 5.49 0.440
H -0.10 1.84 7.48 0.359
H 2.37 1.80 7.34 0.347
H 3.48 1.13 5.23 0.407
H 2.10 0.49 3.25 0.343
N -0.45 -4.39 0.96 -0.559
C -0.37 -3.15 0.41 0.805
O -0.86 -2.19 1.00 -0.068
C 0.30 -2.99 -0.92 -1.122
C -0.04 -1.63 -1.50 -0.570
H -0.65 -4.41 1.95 0.270
H 0.18 -5.10 0.61 0.216
H 0.05 -3.86 -1.55 0.394
H 1.37 -3.04 -0.70 0.325
H -0.89 -1.70 -2.18 0.377
H 0.81 -1.23 -2.06 0.425
S 2.44 -1.33 0.87 -0.316
C 3.49 -0.12 0.22 0.490
C 4.87 -0.27 0.39 -1.048
C 5.81 0.63 -0.10 0.499
C 7.20 0.39 0.11 0.022
N 8.32 0.20 0.30 -0.656
C 5.35 1.76 -0.80 0.390
C 3.98 1.94 -0.97 -1.152
C 3.03 1.03 -0.48 0.531
S 1.37 1.45 -0.83 -0.303
C 6.26 2.72 -1.33 0.018
N 6.99 3.50 -1.78 -0.678
H 5.22 -1.15 0.93 0.411
H 3.63 2.81 -1.50 0.428
C -0.39 -0.32 -6.91 -1.085
C 0.27 0.68 -5.96 -0.416
C -0.56 0.96 -4.75 0.201
N -0.21 0.64 -3.56 -0.531
N -1.10 1.00 -2.59 0.618
C -2.16 1.58 -3.07 0.048
N -3.24 1.99 -2.35 -0.220
S -2.14 1.72 -4.81 -0.310
H 0.26 -0.52 -7.77 0.349
H -1.34 0.07 -7.30 0.319
H -0.59 -1.26 -6.40 0.301
H 0.50 1.61 -6.48 0.265
H 1.21 0.28 -5.57 0.271
H -3.01 2.09 -1.35 -0.150
H -3.70 2.81 -2.71 0.297
Br -1.69 2.65 0.47 -0.569
```

Computed properties:
Net charge: -2
Highest occupied orbital energy, eV: -1.12
Relative energy (zero: lowest compared OMol25 entry of this formula, charge and spin), kcal per mole: 30.3
HOMO-LUMO gap, eV: 4.8

=====

[4]
# C3H4S2

An isolated molecule of C3H4S2 in a non-equilibrium geometry (ωB97M-V/def2-TZVPD, the Open Molecules 2025 dataset).

The geometry in XYZ format:
```
9
Properties=species:S:1:pos:R:3:mulliken_charge:R:1
C -1.12 0.89 -0.10 -0.525
C -1.12 -0.32 0.44 -0.137
S 0.23 -1.45 0.03 -0.046
C 1.75 -0.63 -0.24 -0.123
S 2.01 0.99 -0.04 -0.243
H -2.03 1.56 0.16 0.176
H -0.43 1.24 -0.82 0.316
H -1.89 -0.86 0.97 0.322
H 2.60 -1.43 -0.40 0.260
```

Computed properties:
Highest occupied orbital energy, eV: -8.62
Relative energy (zero: lowest compared OMol25 entry of this formula, charge and spin), kcal per mole: 29.9
SMILES: C=CSC=S
HOMO-LUMO gap, eV: 8.2

=====

[5]
# C3H7N4

A cluster of 2 separate species, C3H7N4 in total in a non-equilibrium geometry (ωB97M-V/def2-TZVPD, the Open Molecules 2025 dataset).

The geometry in XYZ format:
```
14
Properties=species:S:1:pos:R:3:mulliken_charge:R:1
C -2.43 -0.16 -0.39 0.497
C 0.98 0.23 -0.02 0.694
C -1.80 -1.04 0.46 -0.438
N -2.89 0.59 -1.13 -0.220
N 2.24 0.27 -0.64 -0.406
N 0.67 1.24 0.81 -0.372
N 0.16 -0.79 -0.20 -0.449
H -1.95 -0.71 1.46 0.328
H -1.72 -2.05 0.04 0.264
H 2.95 1.06 -0.58 0.231
H 2.46 -0.46 -1.34 0.206
H 1.09 2.22 1.04 0.273
H -0.13 1.14 1.40 0.181
H 0.38 -1.51 -0.90 0.209
```

Computed properties:
Net charge: +1
Highest occupied orbital energy, eV: -14.85
Relative energy (zero: lowest compared OMol25 entry of this formula, charge and spin), kcal per mole: 63.5
HOMO-LUMO gap, eV: 8.9

=====

[6]
# C4H11NO

A cluster of 2 separate species, C4H11NO in total in a non-equilibrium geometry (ωB97M-V/def2-TZVPD, the Open Molecules 2025 dataset).

The geometry in XYZ format:
```
17
Properties=species:S:1:pos:R:3:mulliken_charge:R:1
C -1.78 0.69 -0.73 -0.878
C -1.76 -0.62 -0.49 0.096
C -2.02 -1.08 0.93 -1.066
H -1.67 1.09 -1.72 0.312
H -2.11 1.36 0.06 0.272
H -1.93 -1.30 -1.32 0.354
H -1.46 -0.51 1.66 0.275
H -1.74 -2.12 1.04 0.323
H -3.10 -1.11 1.10 0.322
N 2.35 1.12 -0.86 -0.525
C 2.47 -0.07 -0.07 -0.238
O 1.87 -0.05 1.23 -0.544
H 2.86 1.88 -0.42 0.232
H 1.40 1.40 -1.08 0.221
H 3.53 -0.23 0.11 0.309
H 2.04 -0.90 -0.63 0.271
H 1.05 0.45 1.18 0.264
```

Computed properties:
Highest occupied orbital energy, eV: -9.69
Relative energy (zero: lowest compared OMol25 entry of this formula, charge and spin), kcal per mole: 43.7
SMILES: C=CC.NCO
HOMO-LUMO gap, eV: 10.7

=====

[7]
# C10H18N5

The ion C10H18N5 with charge +1 in a non-equilibrium geometry (ωB97M-V/def2-TZVPD, the Open Molecules 2025 dataset).

The geometry in XYZ format:
```
33
Properties=species:S:1:pos:R:3:mulliken_charge:R:1
C -3.88 0.74 -0.64 -0.320
C -3.50 -0.62 -0.70 -0.295
C -2.28 1.11 0.92 -0.626
C -1.70 -0.14 0.66 0.862
C -0.22 -1.87 1.36 -0.848
C 0.28 -2.41 -0.04 -0.613
C 0.99 -0.33 -1.19 -1.485
C 0.89 0.90 -0.23 0.319
C 3.32 1.50 0.14 -1.116
C 1.93 1.12 0.82 -0.605
N -3.31 1.54 0.22 -0.529
N -2.36 -1.00 -0.08 -0.414
N -0.57 -0.44 1.24 -0.472
N 0.16 1.91 -0.66 -0.208
N 1.39 -1.67 -0.48 -0.011
H -4.39 1.27 -1.44 0.375
H -4.14 -1.34 -1.22 0.404
H -1.86 1.75 1.65 0.639
H -1.16 -2.39 1.57 0.471
H 0.64 -1.81 1.98 0.392
H 0.70 -3.48 0.13 0.329
H -0.56 -2.28 -0.72 0.476
H 0.09 -0.72 -1.68 0.449
H 1.65 -0.01 -1.92 0.736
H 3.56 2.59 0.46 0.322
H 3.17 1.62 -0.92 0.389
H 4.07 0.73 0.39 0.279
H 1.65 2.08 1.29 0.423
H 2.12 0.35 1.59 0.457
H -0.40 1.98 -1.51 0.246
H -0.13 2.65 -0.01 0.314
H 1.94 -1.26 0.29 0.262
H 1.94 -2.05 -1.26 0.398
```

Computed properties:
Net charge: +1
Highest occupied orbital energy (spin up / spin down), eV: -10.33 / -10.33
Relative energy (zero: lowest compared OMol25 entry of this formula, charge and spin), kcal per mole: 57.9
HOMO-LUMO gap (spin up / spin down), eV: 6.7 / 6.7

=====

[8]
# C5H13NOS

A cluster of 2 separate species, C5H13NOS in total in a non-equilibrium geometry (ωB97M-V/def2-TZVPD, the Open Molecules 2025 dataset).

The geometry in XYZ format:
```
21
Properties=species:S:1:pos:R:3:mulliken_charge:R:1
C -1.54 0.52 1.61 -1.010
C -1.12 -0.93 1.73 0.632
N -1.80 -1.84 0.95 -0.360
O -0.16 -1.24 2.42 -0.602
H -0.75 1.14 2.03 0.263
H -2.49 0.73 2.11 0.383
H -1.58 0.85 0.57 0.261
H -1.33 -2.66 0.63 0.234
H -2.64 -1.48 0.53 0.216
C 1.16 1.77 -0.59 -1.050
C 0.27 1.01 -1.55 -0.104
S 1.12 -0.28 -2.51 -0.124
C 1.74 -1.34 -1.16 -0.508
H 1.52 1.12 0.20 0.281
H 0.68 2.66 -0.17 0.348
H 2.04 2.27 -1.00 0.347
H -0.52 0.47 -1.04 -0.067
H -0.19 1.77 -2.19 0.324
H 2.81 -1.17 -1.13 0.257
H 1.34 -1.01 -0.19 -0.042
H 1.43 -2.37 -1.25 0.318
```

Computed properties:
Highest occupied orbital energy, eV: -8.51
Relative energy (zero: lowest compared OMol25 entry of this formula, charge and spin), kcal per mole: 8.0
SMILES: CC(N)=O.CCSC
HOMO-LUMO gap, eV: 9.2